(1)
Formula: C4H8NO2
Source: OMol25
Level of theory: the ωB97M-V functional and the def2-TZVPD basis

Properties
net charge = -1
E_LUMO = 3.93 eV
highest occupied orbital energy = -2.638 eV
gap between HOMO and LUMO = 6.57 eV
SMILES string = N[C@H](C=O)CC[O-]

```
15
Properties=species:S:1:pos:R:3:forces:R:3
O 0.10574 -2.76600 0.27182 -0.2 0.4 0.1
O -0.35791 2.56345 -0.07594 0.4 -0.4 -0.8
N 0.18489 0.17306 -1.47191 -0.5 1.9 -1.0
C 0.60837 -0.31571 -0.15929 -0.7 -0.3 -0.4
C 0.40734 -1.84601 -0.44696 0.9 0.5 0.9
C -0.20824 0.25533 1.04550 0.6 0.4 -1.5
C -0.69021 1.79601 0.97964 0.6 0.8 -0.3
H -0.30221 2.35153 1.89698 -0.7 -1.0 0.1
H 0.62724 -1.97847 -1.51393 0.0 -0.4 -0.3
H 0.78256 0.93650 -1.78534 0.8 -0.5 0.1
H -0.56285 0.87000 -1.35610 -0.5 -0.5 0.7
H -1.15684 -0.26326 0.97936 0.0 -0.7 0.7
H 0.39614 0.06036 1.92255 -0.4 -0.3 0.5
H -1.79798 1.66669 0.97652 -0.1 0.2 0.9
H 1.70162 -0.16208 -0.09624 -0.3 -0.1 0.3
```
Forces are in eV/Å.

=====

(2)
Formula: C7H9N4
Source: OMol25
Level of theory: the ωB97M-V functional and the def2-TZVPD basis

Properties
net charge = +1
E_LUMO = -4.86 eV
highest occupied orbital energy = -12.338 eV
gap between HOMO and LUMO = 7.47 eV

```
20
Properties=species:S:1:pos:R:3:forces:R:3
N 0.48258 2.18714 -2.05580 0.0 0.6 0.0
N 0.55769 3.27217 -1.95250 0.0 -0.5 -0.1
N 1.04464 -0.49462 -0.67479 -0.1 -2.1 -0.4
N -0.38201 1.24069 0.98647 1.9 -0.8 -1.0
C -0.63464 -2.02122 -0.89780 0.2 1.6 2.7
C 0.45660 -2.61966 -1.33502 -0.3 1.6 -1.9
C 1.60660 -1.66436 -1.36246 0.3 -1.9 0.7
C -1.08875 0.17542 0.37251 -1.2 1.9 -1.8
C -0.53009 1.64065 2.11465 -1.2 2.2 1.6
C -0.19091 -0.79066 -0.30466 0.1 2.0 -0.9
C -0.76380 2.39416 3.16612 0.2 0.2 0.2
H -0.46488 2.18632 4.18420 0.3 -0.4 -0.2
H -1.62517 -2.29134 -0.64017 -0.8 -0.9 -0.5
H 2.05216 -1.56921 -2.41080 -0.4 0.3 1.7
H -1.21619 3.39605 3.06753 0.0 -0.8 -0.4
H 0.28728 -3.41273 -1.96889 0.8 -2.4 -0.9
H -1.79653 -0.23114 1.03450 -0.8 -1.3 0.9
H -1.80397 0.65643 -0.44421 1.6 -1.1 1.0
H 1.73256 0.11905 -0.28033 -0.5 1.0 0.4
H 2.27683 -2.17313 -0.59855 0.2 0.8 -1.1
```
Forces are in eV/Å.

=====

(3)
Formula: C2F3I
Source: OMol25
Level of theory: the ωB97M-V functional and the def2-TZVPD basis

Properties
net charge = 0
E_LUMO = -1.42 eV
highest occupied orbital energy = -8.999 eV
gap between HOMO and LUMO = 7.57 eV

```
6
Properties=species:S:1:pos:R:3:forces:R:3
I 1.38627 -0.04699 -0.66453 1.2 -0.4 -1.4
F -0.60424 1.49607 0.93698 0.7 -0.5 0.4
F -1.04460 -0.57368 -1.85814 -2.1 1.3 -0.4
F -0.13471 -0.34772 1.87274 0.3 0.7 -0.2
C 0.45778 0.76580 1.37376 -1.7 0.5 1.6
C -0.06050 -1.29348 -1.66081 1.6 -1.6 0.1
```
Forces are in eV/Å.

=====

(4)
Formula: C4H10N4
Source: OMol25
Level of theory: the ωB97M-V functional and the def2-TZVPD basis

Properties
net charge = 0
E_LUMO (alpha / beta) = 0.71 / 0.71 eV
highest occupied orbital energy (alpha / beta) = -7.983 / -7.982 eV
gap between HOMO and LUMO (alpha / beta) = 8.69 / 8.69 eV
SMILES string = [H]/N=C\C.C=C=NNN

```
18
Properties=species:S:1:pos:R:3:forces:R:3
N -2.71272 0.55102 -1.57098 -0.2 0.0 -0.2
N -0.92514 1.43827 -0.45857 1.2 0.1 0.0
N -0.51148 -1.50314 0.07944 1.2 0.3 0.0
N -1.94365 0.58146 -0.38638 0.3 -1.8 0.6
C 0.95413 1.81756 1.14827 0.4 -0.1 0.1
C 0.67452 -1.09654 -0.25383 -0.9 -1.7 -0.3
C 0.11012 1.37279 0.24936 -1.2 0.7 -0.2
C 1.94106 -1.45654 0.45216 0.0 0.5 0.3
H 2.68783 -0.67307 0.32198 0.0 0.0 0.1
H -3.55556 1.09624 -1.41801 0.2 0.0 -0.1
H 1.96480 1.44341 1.21685 0.1 0.0 0.0
H 2.35167 -2.37242 0.01586 -0.1 0.1 0.0
H -0.55158 -1.85535 1.03629 0.2 0.0 0.0
H 1.77089 -1.62058 1.51790 0.0 0.0 -0.1
H -1.50069 -0.50483 -0.17255 -0.9 1.9 -0.5
H 0.66300 2.58560 1.85499 -0.1 -0.1 0.0
H -2.19716 0.95567 -2.35137 0.0 0.0 0.2
H 0.77994 -0.75956 -1.28140 0.0 0.3 0.0
```
Forces are in eV/Å.

=====

(5)
Formula: C40H40FN5O2S2Ti
Source: OMol25
Level of theory: the ωB97M-V functional and the def2-TZVPD basis

Properties
net charge = -1
E_LUMO (alpha / beta) = 1.96 / 1.89 eV
highest occupied orbital energy (alpha / beta) = -4.087 / -4.268 eV
spin multiplicity = 2
gap between HOMO and LUMO (alpha / beta) = 6.04 / 6.16 eV

```
91
Properties=species:S:1:pos:R:3:forces:R:3
Ti -0.14173 -0.69131 -1.21719 -3.2 1.4 1.7
S -3.01604 -1.14269 -2.61008 0.2 0.2 0.2
S -1.71736 -0.70904 0.99500 -0.5 -0.4 0.1
F -0.74746 0.88135 -3.27297 0.0 -0.1 -0.1
O 1.16924 -1.52614 -0.31334 1.9 -1.2 0.6
O -2.37523 -2.99953 -1.03039 0.0 0.0 -0.2
N 0.14901 1.24135 -0.72426 0.1 1.2 -0.2
N 0.89001 -1.05559 -2.86178 1.6 -1.0 -1.6
N -2.08956 -0.89952 3.60183 -0.1 0.1 0.0
N -2.70881 1.17622 2.61577 -0.1 -0.1 0.0
N -0.36372 -3.60310 -2.95279 -0.3 0.2 -0.2
C -0.17048 -5.44527 1.49543 0.0 -0.1 0.1
C 3.31947 -1.97855 0.53970 0.0 -0.1 0.3
C -2.24071 3.98167 -1.87607 0.0 -0.1 0.0
C -2.21589 -0.07605 2.52492 0.4 0.1 0.4
C 1.87046 3.93145 -2.67692 0.0 0.0 0.0
C 4.68295 -1.96283 0.37722 -0.1 0.0 -0.1
C -3.78224 2.57015 -0.49440 0.0 -0.1 0.0
C -2.49422 -0.45389 4.78735 0.1 -0.1 -0.2
C -1.60128 -3.81982 -0.25036 0.2 0.3 -0.3
C -2.13837 -4.16762 0.97761 -0.1 0.1 0.2
C 1.32175 -0.04350 2.45734 0.1 0.1 0.1
C 5.25315 -1.53259 -0.83213 0.1 0.0 0.0
C 2.84232 1.31933 0.92954 0.1 0.1 0.1
C 0.31408 -1.60432 -4.10774 -0.1 0.2 -0.1
C -1.43193 -4.97449 1.84636 0.1 -0.1 0.0
C 0.12387 3.13070 2.54897 0.0 0.0 0.0
C 1.43023 3.17890 -1.59641 0.2 0.0 -0.1
C -2.38766 -1.42214 5.93623 0.0 0.1 -0.1
C -3.00231 0.82843 4.95814 0.0 0.0 0.0
C -0.95070 3.97740 2.36110 0.0 0.0 0.0
C -2.32840 2.76267 -0.94316 0.0 0.4 0.2
C -0.22308 2.08657 0.40091 -0.3 -0.1 -0.1
C -1.70302 3.84330 1.20992 0.0 0.0 -0.1
C 0.36126 -3.14909 -4.10310 0.0 0.2 0.2
C 0.25283 -4.09637 -1.97488 0.1 0.0 0.4
C 0.34533 -5.13075 0.25386 0.1 0.0 -0.1
C 0.61897 2.04405 -1.76516 0.0 0.3 0.0
C 1.73947 1.35668 1.99031 -0.1 -0.2 -0.4
C 2.19534 -1.01180 -2.88284 -0.3 -0.2 0.1
C 0.63769 2.53621 -4.17479 0.1 0.1 -0.1
C 1.49975 3.60879 -3.97644 0.0 0.0 0.0
C 2.47153 -1.54897 -0.49287 -0.2 -0.1 -0.1
C 0.22013 1.81451 -3.08384 -0.1 0.2 0.0
C -1.93644 -1.80308 -1.55571 -0.8 -1.1 -0.4
C -3.08107 1.60153 3.81284 0.0 0.0 -0.2
C 0.52392 2.19390 1.59038 0.0 0.0 0.1
C 4.43378 -1.15771 -1.86678 0.0 0.0 -0.1
C -0.36501 -4.34500 -0.65530 0.0 0.0 -0.2
C 3.03308 -1.17789 -1.73487 0.1 0.2 0.2
C -1.38169 2.89826 0.24502 0.1 -0.2 -0.1
H 2.16945 1.85461 2.86067 0.0 0.1 0.1
H 6.32904 -1.51390 -0.95354 0.0 0.0 0.0
H 2.47330 0.92535 -0.01362 0.0 0.1 0.0
H -0.15592 -3.49343 -4.99912 0.1 0.0 -0.1
H -1.84822 -5.20593 2.81895 0.0 0.0 0.0
H 0.25067 2.28762 -5.15665 0.0 0.0 0.1
H -3.83698 1.81321 0.28858 0.0 0.0 0.0
H -1.40118 -1.88654 5.93636 0.0 0.0 0.0
H 0.69495 3.19453 3.47049 0.0 0.0 0.0
H 2.86307 -2.29218 1.47214 0.0 0.0 -0.1
H -0.72138 -1.30013 -4.19299 -0.1 0.1 0.0
H 0.88130 -1.24266 -4.96899 0.0 0.1 -0.1
H 4.85532 -0.85558 -2.82060 0.0 0.0 0.0
H 2.50370 4.79330 -2.49689 0.0 0.0 0.0
H 5.31967 -2.28485 1.19355 0.0 0.0 0.0
H 1.32293 -4.34922 -2.04582 0.1 0.1 0.1
H -2.06538 1.86689 -1.48391 0.2 -0.2 -0.2
H 3.23109 2.32479 0.74608 0.0 0.0 0.0
H -2.64551 4.86424 -1.36718 0.0 0.0 -0.1
H 2.68089 -0.97073 -3.85618 0.2 -0.2 -0.1
H -3.09215 -3.74016 1.25339 0.0 0.0 0.0
H -1.21572 4.21114 -2.16828 0.1 0.0 0.0
H 2.17745 -0.55993 2.91194 -0.1 0.1 0.0
H -2.56454 -0.93020 6.89428 0.0 0.0 0.0
H 1.83855 4.20386 -4.81615 0.0 0.0 0.0
H -2.83014 3.81005 -2.78324 0.0 0.0 0.1
H 1.69792 3.47039 -0.59024 0.0 0.0 0.0
H -4.21219 3.50323 -0.11157 0.0 -0.1 0.0
H 3.67370 0.69038 1.26373 -0.1 0.1 0.0
H 0.52773 0.02762 3.20505 0.1 0.0 0.0
H -1.21025 4.71650 3.11187 0.0 0.0 0.0
H 0.40546 -6.04790 2.18814 0.0 0.0 0.0
H 0.93500 -0.64477 1.64066 0.0 0.0 0.1
H -3.31864 1.19546 5.92601 0.0 0.0 0.0
H 1.32641 -5.49687 -0.03907 -0.1 0.0 0.0
H -4.38739 2.24274 -1.34633 0.0 0.0 0.1
H -3.12584 -2.21670 5.80681 0.0 0.0 0.0
H 1.40612 -3.49382 -4.12446 0.1 0.0 0.0
H -3.46260 2.62093 3.85598 0.0 0.0 0.0
H -2.57487 4.47391 1.06098 0.0 -0.1 0.0
```
Forces are in eV/Å.

=====

(6)
Formula: C24H72N13O7P4
Source: OMol25
Level of theory: the ωB97M-V functional and the def2-TZVPD basis

Properties
net charge = -1
E_LUMO = 2.44 eV
highest occupied orbital energy = -4.523 eV
gap between HOMO and LUMO = 6.96 eV

```
120
Properties=species:S:1:pos:R:3:forces:R:3
P 2.94514 2.05112 3.72914 0.3 1.2 0.3
P 4.45711 0.47089 -1.61422 -0.3 0.1 -0.1
P -5.83062 1.03341 -0.40059 0.4 -0.7 -0.1
P -1.04465 -4.21206 -0.18979 0.3 0.4 -0.9
O 0.10781 -3.65065 0.50932 0.3 -0.3 0.8
O 1.00119 -1.25883 -1.12060 0.1 0.2 -0.3
O -0.50460 0.23481 -1.55512 0.2 0.1 -0.1
O 0.74510 0.41968 0.21375 0.0 0.2 -0.3
O -5.60968 1.37880 1.01588 -0.3 0.3 0.1
O 4.13728 -0.48928 -0.56383 0.4 -0.2 0.6
O 3.02047 0.67576 3.27698 -0.1 -1.0 -0.5
N -1.03369 -5.87497 -0.18241 0.0 -0.1 -0.2
N 3.31119 0.77061 -2.75248 0.2 0.7 -0.4
N -5.85396 -0.62851 -0.55616 0.1 0.2 0.3
N 0.44449 -0.19590 -0.82426 -0.6 -0.4 0.3
N 4.25327 2.61047 4.59892 -0.3 0.9 0.4
N -2.50281 -3.68905 0.37536 -0.1 0.4 0.1
N 5.78913 -0.05496 -2.47917 0.3 -0.2 0.2
N -7.24305 1.70434 -0.99359 0.1 0.2 0.2
N 2.86292 3.18621 2.52307 0.3 -0.1 -0.8
N 1.68575 2.28554 4.78228 -0.1 -0.3 0.5
N 4.79786 1.99017 -1.00259 -0.6 -0.2 0.3
N -1.07455 -3.83717 -1.80458 -0.6 -0.4 -0.3
N -4.71413 1.46685 -1.52777 -0.2 0.5 -0.1
C 6.23306 0.48777 -3.73769 -0.3 -0.2 -0.1
C -3.38473 0.86359 -1.40898 0.5 -0.6 -0.4
C 5.26446 3.05651 -1.84562 0.4 0.4 0.2
C -0.23011 -6.58300 0.79653 -0.5 -0.1 0.1
C 6.46278 -1.27355 -2.04588 0.0 0.1 -0.4
C -4.70358 2.83784 -2.04491 0.1 -0.3 0.0
C -6.27231 -1.41918 0.59459 -0.4 -0.2 -0.5
C -2.58938 -2.29904 0.84278 0.0 -0.5 0.3
C 2.89403 4.60857 2.75467 -0.2 0.0 0.2
C 0.59017 1.33347 4.82142 0.2 -0.4 -0.2
C 1.42429 3.53699 5.44753 0.1 0.1 -0.3
C 2.29672 1.82519 -2.63173 0.2 -0.4 -0.2
C 5.40501 1.98667 0.31514 1.2 0.6 0.4
C -3.70781 -4.48657 0.40257 0.2 0.2 0.4
C 2.15287 2.84183 1.28361 -0.4 -0.1 0.0
C -5.73092 -1.34669 -1.80477 0.5 0.3 0.2
C -7.81074 1.24273 -2.24095 -0.3 -0.1 0.2
C 0.04273 -4.20714 -2.64069 0.1 0.2 -0.3
C -1.85638 -6.68352 -1.04700 -0.3 0.0 0.1
C -1.95905 -2.86951 -2.41186 -0.2 0.1 0.1
C -8.21262 2.13276 -0.00713 -0.3 0.0 0.2
C 4.39440 2.22614 5.99346 0.2 0.0 -0.2
C 5.42438 3.16264 3.96273 1.2 -0.5 0.4
C 3.02734 -0.27357 -3.71257 -0.6 -0.3 -0.5
H 6.00840 -2.17405 -2.47758 -0.1 0.0 0.2
H 2.51859 1.92064 0.83662 -0.2 -0.2 0.3
H -7.69420 2.61313 0.81758 0.0 0.0 0.0
H -4.09780 2.83954 -2.95151 0.0 0.1 0.0
H -1.45310 -1.90323 -2.52813 -0.1 0.0 -0.1
H -3.27349 0.05116 -2.13606 0.0 0.0 0.1
H -4.52313 -3.85900 0.76673 0.0 0.0 -0.2
H 4.76410 1.20081 6.09161 0.0 0.0 0.2
H -5.53366 -0.62306 -2.59264 -0.3 -0.1 -0.2
H -8.41348 2.04828 -2.66997 0.1 0.0 -0.1
H -3.97030 -4.87277 -0.58414 -0.1 -0.1 0.0
H 7.49644 -1.24697 -2.40752 0.0 0.1 0.1
H -2.61904 -2.28401 1.93749 -0.1 0.2 0.0
H -1.26551 -7.43046 -1.58903 0.0 -0.1 0.2
H 1.07376 2.77964 1.46970 0.1 -0.3 -0.1
H 3.48194 5.07139 1.95637 0.0 0.2 0.0
H -3.16277 0.45513 -0.42501 -0.2 0.1 0.1
H 6.35837 3.01440 -1.99147 -0.1 0.0 -0.2
H -4.83506 -1.97866 -1.77953 -0.2 -0.3 0.0
H 0.17453 1.29756 5.83182 -0.1 0.1 0.0
H 0.06017 -7.55550 0.38973 0.3 0.1 -0.1
H 2.52007 2.62600 -3.35019 -0.1 0.1 0.1
H 3.34029 4.84787 3.71849 0.1 0.0 0.0
H -2.84944 -2.72596 -1.79846 0.2 0.0 0.1
H -2.35166 -6.07841 -1.80538 0.1 0.2 0.1
H -6.62284 -1.94987 -1.98632 0.0 0.0 -0.3
H 6.46065 -1.33642 -0.96251 -0.1 -0.2 0.0
H -0.19790 1.56422 4.09736 -0.1 0.1 0.1
H 6.04393 3.69305 4.70091 -0.5 0.3 0.0
H 2.41755 -1.08365 -3.29424 0.2 0.0 0.2
H -5.70787 3.17302 -2.29378 0.0 0.0 0.0
H 2.43734 0.13058 -4.54368 0.2 0.2 0.1
H -0.30688 -4.71628 -3.55351 0.0 -0.1 0.2
H 2.34603 4.10978 5.55314 0.0 0.0 0.0
H 4.76097 1.77301 1.16368 -0.3 -0.3 -0.3
H 1.03351 3.33339 6.44801 -0.1 0.1 0.0
H 1.31395 1.41128 -2.86017 0.0 0.0 0.1
H 5.86196 1.49843 -3.87313 0.0 0.1 0.0
H 6.13812 2.38818 3.62856 -0.4 0.0 -0.4
H -6.03164 -2.46911 0.40803 0.3 0.1 0.1
H -8.47610 0.37644 -2.09402 0.0 0.0 0.0
H 5.18659 3.84150 3.15227 0.0 -0.1 -0.1
H -3.62494 -5.30580 1.12624 0.0 -0.2 -0.2
H -2.65046 -7.18431 -0.47256 0.1 -0.2 -0.1
H 3.44685 2.33564 6.51511 -0.1 -0.3 0.0
H 0.62961 -5.96401 1.03969 0.1 -0.2 0.1
H -5.78965 -1.05666 1.49552 -0.1 -0.1 0.1
H 2.25962 2.21064 -1.61693 0.0 0.1 0.0
H 5.06934 4.01747 -1.35527 -0.1 0.0 -0.1
H -1.71019 -1.73996 0.52649 0.0 0.0 -0.1
H 6.29622 1.34100 0.38351 -0.3 -0.2 -0.1
H 5.86035 -0.10771 -4.58432 0.2 0.0 -0.1
H -0.80080 -6.81113 1.71008 0.1 0.1 0.0
H -8.93014 2.83634 -0.44179 0.2 0.1 -0.1
H 0.72314 -4.85860 -2.09585 0.0 0.0 0.0
H -8.80749 1.29756 0.39538 0.1 0.0 0.0
H 7.32514 0.49809 -3.77024 0.0 0.1 -0.1
H 4.76089 3.05771 -2.80865 0.0 -0.1 0.0
H -2.57442 1.55098 -1.64170 -0.2 0.2 0.1
H 3.94110 -0.67547 -4.15080 0.0 -0.1 0.2
H -3.49912 -1.83507 0.45318 0.1 0.1 -0.1
H 5.83758 2.98214 0.48771 -0.3 0.0 0.0
H -7.03951 0.94206 -2.94381 0.1 0.2 0.0
H -2.32566 -3.24469 -3.37840 0.2 0.1 -0.1
H -7.36848 -1.41240 0.70452 0.1 0.2 0.2
H 1.88176 5.03490 2.74653 0.1 0.1 -0.1
H 0.59408 -3.31932 -2.97174 0.1 0.0 0.2
H -4.26589 3.53394 -1.32181 0.0 0.0 -0.1
H 0.98183 0.34533 4.57780 -0.1 0.1 -0.1
H 2.25917 3.61603 0.51590 0.4 0.2 0.3
H 0.70980 4.14894 4.88276 -0.1 0.1 0.2
H 5.09729 2.90715 6.48055 0.1 -0.1 0.0
```
Forces are in eV/Å.

=====

(7)
Formula: C6H9PS2
Source: OMol25
Level of theory: the ωB97M-V functional and the def2-TZVPD basis

Properties
net charge = 0
E_LUMO (alpha / beta) = -2.34 / -0.26 eV
highest occupied orbital energy (alpha / beta) = -8.350 / -8.655 eV
gap between HOMO and LUMO (alpha / beta) = 6.01 / 8.40 eV

```
18
Properties=species:S:1:pos:R:3:forces:R:3
S 2.22334 1.72259 -1.39501 -0.2 -0.2 0.8
S -0.89376 1.30861 0.08814 1.2 0.6 1.3
P 1.25464 1.69370 0.34123 -1.5 1.1 -0.9
C 0.86027 3.43836 0.90412 0.7 -0.3 2.5
C -1.83223 -3.40908 -1.23347 1.9 0.8 1.3
C -0.82963 -0.26358 -0.66918 -2.3 -1.8 2.2
C -1.11622 -2.70342 -0.54519 -0.7 0.4 -0.2
C -0.48660 -1.56636 0.24436 0.1 -0.5 -2.4
C 0.92146 -1.81704 0.59358 0.5 0.7 0.5
H 1.71411 -2.02400 -0.12562 -0.5 0.0 0.1
H -1.06705 -1.44127 1.13026 -0.4 0.2 0.7
H 1.73003 3.89228 1.43853 -0.6 -0.6 -0.2
H -0.03702 3.45556 1.60208 1.2 -0.2 -0.8
H -0.30842 -0.06656 -1.54867 0.9 -0.9 -1.8
H 1.20347 -1.52744 1.60506 0.2 -0.2 -0.3
H -1.90718 -0.54373 -0.76126 0.7 0.8 -1.0
H -2.12355 -4.25384 -1.77941 -0.6 -0.4 -0.5
H 0.69433 4.10522 0.11045 -0.5 0.5 -1.4
```
Forces are in eV/Å.

=====

(8)
Formula: C5H10N2
Source: OMol25
Level of theory: the ωB97M-V functional and the def2-TZVPD basis

Properties
net charge = 0
E_LUMO = 1.06 eV
highest occupied orbital energy = -8.623 eV
gap between HOMO and LUMO = 9.68 eV
SMILES string = C=CCN1N[C@@H]1C

```
17
Properties=species:S:1:pos:R:3:forces:R:3
N -0.63453 0.79872 -0.55714 -2.7 -1.2 0.7
N -1.23676 -0.14691 -1.45548 1.0 -1.8 -1.4
C -1.19736 -0.43099 -0.01158 0.0 0.2 -0.5
C 1.79946 0.01943 -0.61622 -2.4 1.6 -0.1
C -2.47755 -0.39028 0.77497 1.9 1.5 1.7
C 2.73173 -0.12756 0.26535 2.4 -1.2 -0.2
C 0.71424 1.12038 -0.54377 2.2 -2.2 0.2
H -0.49487 -0.78041 -1.93845 -1.2 1.3 1.1
H 0.79400 1.57374 0.38879 0.7 1.0 1.8
H -0.65027 -1.32796 0.31951 0.9 0.9 -0.5
H 2.83214 0.52274 1.09632 0.2 0.3 0.8
H -2.33993 0.32701 1.68507 -0.4 -1.7 -1.3
H 0.92118 1.87532 -1.23961 0.2 1.0 -1.4
H -3.25712 -0.03642 0.19581 -1.6 1.0 -1.2
H 3.53184 -0.85939 -0.02314 -0.7 0.7 1.0
H -2.70562 -1.40874 0.99395 -0.3 -0.6 0.9
H 1.83522 -0.65393 -1.40833 -0.3 -0.9 -1.7
```
Forces are in eV/Å.

=====

Energy? In order: -9861.3329, -13356.6296, -18320.7465, -10266.1299, -101180.8692, -96919.1766, -37322.6273, -8323.6301 eV.
Relative energy (zero: lowest compared OMol25 entry of this formula, charge and spin)? In order: 79.6, 56.5, 104.8, 108.9, 63.0, 0.0, 49.4, 85.4 kcal/mol.